DFT (wB97M-V/def2-TZVPD) results for a molecular structure, C17H20ClO2PdS2Se2Te2.

```
! wB97M-V def2-TZVPD RIJCOSX def2/J DEFGRID3
* xyz -1 3
Pd -2.15 -0.23 3.19
Se -1.76 -4.30 2.85
Te -3.11 -2.47 3.41
Te -3.76 1.13 1.74
Se -1.76 2.16 2.82
Cl -1.19 -0.34 6.22
C -0.59 -0.54 4.55
H -0.26 -1.52 4.47
H 0.24 0.20 4.44
O 1.30 -0.95 1.09
S 1.89 -0.80 -0.25
C 3.45 0.09 -0.10
C 4.37 -0.01 -1.17
C 5.64 0.49 -1.08
C 6.07 1.13 0.08
C 5.14 1.35 1.10
C 3.87 0.83 1.02
C 0.96 0.55 -0.87
C 1.31 1.13 -2.12
C 0.52 2.20 -2.62
C -0.50 2.71 -1.84
C -0.79 2.17 -0.59
C 0.04 1.10 -0.09
H 4.02 -0.48 -2.04
H 6.22 0.36 -1.95
H 7.08 1.48 0.17
H 5.45 2.03 1.92
H 3.14 0.82 1.82
H 2.09 0.66 -2.73
H 0.59 2.58 -3.58
H -1.22 3.47 -2.17
H -1.59 2.51 0.09
H -0.15 0.69 0.87
O -1.87 -1.55 -3.59
S -1.64 -1.34 -2.10
C -2.96 -0.16 -1.65
C -4.21 -0.94 -1.40
C -3.71 -2.07 -0.51
C -2.43 -2.63 -1.02
H -2.99 0.48 -2.51
H -2.57 0.52 -0.85
H -4.65 -1.29 -2.33
H -4.98 -0.32 -1.00
H -4.47 -2.83 -0.32
H -3.54 -1.60 0.52
H -2.68 -3.45 -1.71
H -1.84 -3.06 -0.21
*
```

The value obtained for the highest occupied orbital energy (alpha / beta) is -4.013 / -4.091 eV. For the LUMO energy (alpha / beta), the calculation gives 2.04 / 0.66 eV. Its gap between HOMO and LUMO (alpha / beta) is 6.05 / 4.75 eV.

Here are the Mulliken charges for atoms 1 to 5, given in e:
1. Pd 0.358
2. Se -0.520
3. Te -0.003
4. Te -0.077
5. Se -0.473

***

DFT (wB97M-V/def2-TZVPD) results for 3 unconnected molecules or ions with the total composition C17H20F2O4.

```
! wB97M-V def2-TZVPD RIJCOSX def2/J DEFGRID3
* xyz 0 1
O -2.06 -5.17 -1.38
C -1.80 -4.31 -2.16
O -2.68 -3.84 -3.10
O -0.58 -3.75 -2.28
C -0.57 -2.32 -2.16
C 0.86 -1.84 -1.92
C 0.87 -0.55 -1.07
C 0.72 -0.84 0.42
O 0.80 0.36 1.19
H -3.45 -3.48 -2.64
H -1.21 -2.04 -1.31
H -0.99 -1.85 -3.05
H 1.44 -2.62 -1.44
H 1.30 -1.59 -2.89
H -0.01 0.05 -1.37
H 1.75 0.05 -1.26
H -0.26 -1.30 0.61
H 1.49 -1.52 0.79
H 0.07 0.93 0.91
F -2.16 0.26 2.14
C -2.25 -0.67 3.12
C -1.09 -1.13 3.72
C -1.20 -2.08 4.73
C -2.45 -2.56 5.11
C -3.60 -2.08 4.49
C -3.50 -1.12 3.49
H -0.13 -0.75 3.40
H -0.31 -2.46 5.21
H -2.53 -3.30 5.89
H -4.57 -2.45 4.78
H -4.38 -0.73 2.99
F 1.64 2.11 -2.37
C 2.18 3.34 -2.23
C 2.36 3.84 -0.95
C 2.91 5.10 -0.81
C 3.26 5.84 -1.93
C 3.07 5.32 -3.20
C 2.52 4.05 -3.36
H 2.08 3.24 -0.10
H 3.07 5.51 0.18
H 3.69 6.83 -1.81
H 3.34 5.90 -4.07
H 2.36 3.62 -4.34
*
```

The value obtained for the highest occupied orbital energy is -9.384 eV. For the LUMO energy, the calculation gives 0.50 eV. Its gap between HOMO and LUMO is 9.88 eV. As for the SMILES: O=C(O)OCCCCO.Fc1ccccc1.Fc1ccccc1.

Here are the Mulliken charges for atoms 1 to 5, given in e:
1. O -0.486
2. C 0.593
3. O -0.453
4. O -0.271
5. C -0.435

***

DFT (wB97M-V/def2-TZVPD) results for a single C17H20N2O3 molecule.

```
! wB97M-V def2-TZVPD RIJCOSX def2/J DEFGRID3
* xyz 0 1
C -4.26 -3.31 -0.16
H -3.90 -4.09 0.51
O -3.72 -2.06 0.15
C -2.36 -1.91 0.10
C -1.46 -2.89 -0.27
C -0.10 -2.64 -0.29
C 0.38 -1.38 0.05
C -0.52 -0.38 0.42
C -1.88 -0.62 0.45
O -2.83 0.27 0.82
C -2.45 1.61 1.07
C -2.18 2.41 -0.21
C -3.46 2.54 -1.02
H -3.26 3.00 -1.98
H -3.91 1.56 -1.18
H -4.18 3.16 -0.49
C -1.59 3.77 0.14
H -2.27 4.32 0.79
H -0.64 3.66 0.65
H -1.43 4.35 -0.77
H -1.45 1.85 -0.81
H -1.59 1.65 1.75
H -3.32 2.04 1.59
H -0.12 0.59 0.68
N 1.76 -1.16 0.01
C 2.46 -0.02 0.25
O 1.97 1.06 0.52
C 3.94 -0.19 0.14
C 4.70 0.89 -0.29
C 6.08 0.75 -0.38
C 6.64 -0.47 -0.04
N 5.93 -1.49 0.40
C 4.62 -1.36 0.49
H 4.10 -2.22 0.90
H 7.70 -0.63 -0.10
H 6.70 1.57 -0.72
H 4.21 1.82 -0.54
H 2.30 -1.98 -0.26
H 0.58 -3.42 -0.58
H -1.81 -3.88 -0.54
H -5.34 -3.21 -0.04
H -4.04 -3.60 -1.20
*
```

The value obtained for the highest occupied orbital energy is -7.738 eV. For the LUMO energy, the calculation gives 0.46 eV. Its gap between HOMO and LUMO is 8.20 eV. As for the SMILES: COc1ccc(NC(=O)c2cccnc2)cc1OCC(C)C.

Here are the Mulliken charges for atoms 1 to 5, given in e:
1. C -0.994
2. H 0.382
3. O -0.401
4. C 0.757
5. C -0.530

***

DFT (wB97M-V/def2-TZVPD) results for a single C17H20O7 molecule.

```
! wB97M-V def2-TZVPD RIJCOSX def2/J DEFGRID3
* xyz 0 1
O -4.53 -0.92 -1.84
C -4.11 -0.16 -1.06
O -4.71 1.11 -0.91
H -4.42 1.46 -0.16
C -3.13 -0.60 -0.25
C -2.50 -1.64 -0.08
C -1.43 -1.96 1.00
C 0.01 -1.63 0.08
C 0.12 -1.20 -1.21
C 1.46 -1.10 -1.71
C 2.47 -1.12 -0.91
C 2.29 -1.66 0.29
C 1.19 -2.12 0.86
H 1.11 -2.21 2.02
O 3.62 -1.97 0.80
C 4.49 -1.65 0.04
O 3.89 -1.39 -1.19
H 5.16 -0.84 0.34
H 5.29 -2.38 -0.38
H 1.49 -0.68 -2.61
H -0.75 -1.01 -1.79
C -1.66 -0.84 2.22
H -2.40 -1.17 2.69
C -1.88 0.56 1.81
O -0.68 1.17 0.78
C -0.63 2.40 0.66
C 0.73 2.73 0.67
H 1.17 2.97 1.64
C 1.52 2.13 -0.21
C 3.07 2.64 -0.24
H 3.67 2.15 -1.01
H 3.42 2.61 0.57
O 3.18 4.06 -0.69
H 2.75 3.99 -1.61
H 1.15 2.19 -1.33
H 1.63 1.31 -0.02
H 0.72 3.99 0.25
H -1.17 2.51 -0.06
H -1.34 2.97 1.41
O -3.08 0.73 0.90
H -2.01 1.06 2.66
H -0.79 -0.85 2.94
H -1.51 -2.92 1.19
H -2.74 -2.43 -0.86
*
```

The value obtained for the highest occupied orbital energy is -8.764 eV. For the LUMO energy, the calculation gives 0.06 eV. Its gap between HOMO and LUMO is 8.82 eV. As for the SMILES: O=C(O)C1=C[C@@H](c2ccc3c(c2)OCO3)C[C@@H](OCCCCO)O1.

Here are the Mulliken charges for atoms 1 to 5, given in e:
1. O -0.486
2. C 0.001
3. O -0.545
4. H 0.465
5. C 1.079

***

DFT (wB97M-V/def2-TZVPD) results for a molecular structure, C17H21BCl2N7O3PtS2.

```
! wB97M-V def2-TZVPD RIJCOSX def2/J DEFGRID3
* xyz 0 2
Pt 0.60 0.31 -0.28
B 1.35 1.96 2.83
N 2.00 0.57 2.63
C 2.98 0.05 3.38
C 3.32 -1.18 2.84
C 2.49 -1.33 1.74
N 1.70 -0.26 1.64
N -0.10 1.94 2.34
C -1.19 2.28 3.03
C -2.29 2.24 2.18
C -1.76 1.87 0.95
N -0.44 1.72 1.07
H 1.38 2.24 3.99
H 1.97 2.74 2.16
H 3.38 0.57 4.22
H 4.06 -1.87 3.21
H 2.42 -2.15 1.05
H -1.14 2.53 4.07
H -3.31 2.44 2.42
H -2.24 1.72 0.01
O -0.92 -1.22 0.60
N -0.54 -2.47 0.45
C -0.96 -3.42 1.36
C -0.91 -4.74 1.08
C -0.41 -5.20 -0.18
C 0.09 -4.26 -1.07
C 0.08 -2.91 -0.77
S 0.92 -1.76 -1.73
H -1.36 -3.00 2.27
H -1.23 -5.45 1.82
H -0.39 -6.24 -0.42
H 0.55 -4.56 -2.00
Cl -1.55 4.40 -2.00
C -2.05 2.97 -2.93
Cl -3.58 2.33 -2.33
C -0.88 1.93 -2.79
O -0.01 2.04 -3.65
O -0.95 1.15 -1.83
H -2.17 3.27 -3.97
C 5.40 0.00 -2.06
N 4.19 0.07 -2.83
C 4.12 -0.46 -4.17
C 2.69 -0.11 -4.62
N 2.13 0.54 -3.44
C 3.03 0.63 -2.48
S 2.77 1.40 -0.97
H 5.71 -1.04 -1.95
H 5.22 0.44 -1.08
H 6.19 0.56 -2.57
H 4.30 -1.54 -4.15
H 4.89 0.00 -4.80
H 2.10 -1.00 -4.86
H 2.66 0.57 -5.47
H 1.23 1.08 -3.48
*
```

The value obtained for the highest occupied orbital energy (alpha / beta) is -7.865 / -8.326 eV. For the LUMO energy (alpha / beta), the calculation gives -1.70 / -1.36 eV. Its gap between HOMO and LUMO (alpha / beta) is 6.17 / 6.97 eV.

Here are the Mulliken charges for atoms 1 to 5, given in e:
1. Pt 2.082
2. B 0.021
3. N -0.138
4. C -0.269
5. C -1.077

***

DFT (wB97M-V/def2-TZVPD) results for a molecular structure, C17H21BCl2N7O3PtS2.

```
! wB97M-V def2-TZVPD RIJCOSX def2/J DEFGRID3
* xyz 0 2
Pt -0.04 -0.05 -0.26
B -0.60 -3.52 -0.69
N -1.74 -2.48 -0.89
C -3.01 -2.87 -1.07
C -3.80 -1.75 -1.24
C -2.92 -0.69 -1.15
N -1.67 -1.15 -0.93
N 0.75 -2.81 -0.90
C 1.93 -3.37 -0.74
C 2.94 -2.55 -1.25
C 2.27 -1.38 -1.75
N 0.90 -1.56 -1.51
H -0.63 -4.03 0.40
H -0.74 -4.35 -1.57
H -3.25 -3.92 -1.08
H -4.86 -1.72 -1.42
H -3.09 0.36 -1.26
H 1.99 -4.34 -0.27
H 4.00 -2.71 -1.26
H 1.53 -1.08 0.38
O 2.74 -0.35 -2.26
N 2.14 0.74 0.51
C 4.16 -0.49 1.28
C 5.25 0.23 1.25
C 4.95 1.66 0.66
C 3.89 2.33 0.16
C 2.40 1.96 0.01
S 1.63 2.03 -1.49
H 3.03 -1.57 0.07
H 6.24 -0.02 1.58
H 5.85 2.27 0.60
H 4.14 3.31 -0.24
Cl 0.33 -1.66 2.57
C 2.07 -1.53 2.32
Cl 2.62 -0.59 1.07
C 2.47 1.07 3.68
O 3.36 0.55 4.20
O 1.58 1.67 3.23
H 2.59 -2.09 3.08
C -2.01 2.87 -1.65
N -2.95 2.51 -0.61
C -4.38 2.83 -0.71
C -4.97 2.24 0.58
N -3.77 1.81 1.29
C -2.66 1.92 0.55
S -1.13 1.49 1.16
H -2.49 2.76 -2.62
H -1.15 2.20 -1.60
H -1.66 3.89 -1.52
H -4.80 2.38 -1.61
H -4.51 3.91 -0.77
H -5.63 1.39 0.39
H -5.52 2.98 1.16
H -3.76 1.28 2.15
*
```

The value obtained for the highest occupied orbital energy (alpha / beta) is -6.770 / -6.699 eV. For the LUMO energy (alpha / beta), the calculation gives -0.75 / -1.33 eV. Its gap between HOMO and LUMO (alpha / beta) is 6.02 / 5.37 eV.

Here are the Mulliken charges for atoms 1 to 5, given in e:
1. Pt 1.357
2. B -0.115
3. N 0.224
4. C -0.222
5. C -1.189

***

DFT (wB97M-V/def2-TZVPD) results for a molecular structure, C17H21BCrN7O.

```
! wB97M-V def2-TZVPD RIJCOSX def2/J DEFGRID3
* xyz 2 2
Cr -0.06 0.34 0.32
C 2.90 0.39 -2.59
C 2.42 -0.06 -1.37
N 1.23 0.52 -1.11
N 0.94 1.33 -2.15
C 1.92 1.26 -3.05
B -0.34 2.21 -2.10
N -1.55 1.26 -1.90
C -2.67 1.09 -2.59
C -3.45 0.11 -1.98
C -2.71 -0.30 -0.89
N -1.56 0.41 -0.84
N -0.22 3.04 -0.82
C -0.14 4.36 -0.63
C 0.09 4.59 0.72
C 0.15 3.32 1.28
N -0.04 2.38 0.34
H 3.82 0.12 -3.08
H 2.86 -0.76 -0.68
H 1.87 1.83 -3.96
H -0.46 2.86 -3.09
H -2.85 1.67 -3.49
H -4.41 -0.25 -2.30
H -2.93 -1.05 -0.15
H -0.26 5.04 -1.45
H 0.20 5.53 1.21
H 0.35 3.06 2.31
O -0.06 0.60 2.30
C 1.07 -0.15 2.86
C 0.58 -1.38 3.58
C -0.52 -2.11 2.81
C -0.14 -2.63 1.45
C 0.06 -4.00 1.29
C 0.30 -4.53 0.04
C 0.31 -3.68 -1.05
C 0.13 -2.34 -0.84
N -0.06 -1.79 0.39
H -0.56 1.10 2.95
H 1.66 0.53 3.48
H 1.68 -0.40 1.99
H 0.20 -1.11 4.57
H 1.44 -2.04 3.75
H -1.39 -1.46 2.71
H -0.85 -2.95 3.41
H 0.00 -4.64 2.16
H 0.45 -5.60 -0.08
H 0.46 -4.05 -2.06
H 0.14 -1.65 -1.67
*
```

The value obtained for the highest occupied orbital energy (alpha / beta) is -15.389 / -15.368 eV. For the LUMO energy (alpha / beta), the calculation gives -8.05 / -7.56 eV. Its gap between HOMO and LUMO (alpha / beta) is 7.33 / 7.81 eV.

Here are the Mulliken charges for atoms 1 to 5, given in e:
1. Cr -0.012
2. C -1.162
3. C -0.449
4. N 0.488
5. N -0.016

***

DFT (wB97M-V/def2-TZVPD) results for a molecular structure, C17H21BrN2O3.

```
! wB97M-V def2-TZVPD RIJCOSX def2/J DEFGRID3
* xyz 0 1
C 1.20 -2.37 2.41
H 2.13 -2.98 2.72
O 1.54 -1.93 0.95
C 2.57 -1.36 0.63
C 3.44 -1.01 1.44
C 4.48 -0.22 1.23
C 4.66 -0.06 0.00
C 3.84 -0.39 -1.23
C 2.69 -1.09 -0.80
C 1.81 -1.70 -1.73
N 0.36 -1.02 -1.41
C -0.06 0.14 -1.21
O 0.78 0.84 -1.23
C -1.42 0.08 -0.71
N -1.75 -1.41 -1.14
C -0.72 -2.16 -1.21
O -0.54 -3.47 -1.49
H -2.67 -1.87 -0.74
C -2.12 1.05 -1.73
C -3.58 1.51 -1.01
C -3.44 2.71 -0.36
C -2.94 2.57 1.28
C -1.48 1.87 1.19
H -0.83 2.30 0.65
C -1.59 0.45 0.52
H -0.72 -0.27 1.26
H -2.53 -0.30 1.10
H -1.03 1.98 2.12
H -2.79 3.40 1.73
H -3.51 1.85 1.77
H -2.73 3.53 -0.85
H -4.40 3.17 -0.29
H -4.04 0.73 -0.54
H -4.20 1.59 -2.00
H -1.61 1.72 -1.90
H -2.35 0.60 -2.57
H 1.77 -2.74 -1.87
H 2.05 -1.30 -2.46
H 4.02 -0.19 -2.14
Br 6.18 1.15 -0.64
H 5.31 0.17 2.07
H 3.12 -0.91 2.89
H 0.14 -3.01 2.34
H 0.95 -1.63 2.97
*
```

The value obtained for the highest occupied orbital energy is -8.214 eV. For the LUMO energy, the calculation gives 0.32 eV. Its gap between HOMO and LUMO is 8.53 eV.

Here are the Mulliken charges for atoms 1 to 5, given in e:
1. C -1.145
2. H 0.395
3. O -0.306
4. C 0.404
5. C 0.795

***

Max |F| in Eh/bohr, matching the order above: 0.0767; 0.0164; 0.0109; 0.3372; 0.0620; 0.1059; 0.0036; 0.3741